Arrangement P

# C6H8N2

C6H8N2 in the gas phase (ωB97M-V with the def2-TZVPD basis set, the Open Molecules 2025 dataset).

HOMO-LUMO gap = 8.897 eV
HOMO level = -8.11 eV
SMILES = N#CC1=C(N)CCC1

ORCA input file:
```
! RIJCOSX wB97M-V def2-TZVPD def2/J DEFGRID3
* xyz 0 1
C 0.807 -0.604 1.239
C 1.802 -1.074 -1.158
H -0.137 1.062 2.232
H -2.295 0.250 0.235
C -0.320 0.140 -0.756
H 0.413 0.424 -2.635
N 2.356 -1.410 -2.090
H -1.336 1.815 0.329
C 0.816 -0.501 -0.259
C -0.466 0.219 1.639
H 1.773 -0.342 1.669
H 0.761 -1.716 1.444
C -1.297 0.655 0.333
N -0.389 0.480 -2.102
H -1.183 -0.303 2.305
H -1.306 0.904 -2.425
*
```

Mulliken population analysis, charges in e, atoms 1 to 4:
1. C -0.62
2. C 0.14
3. H 0.29
4. H 0.38



Arrangement Q

# C6H8N2

C6H8N2 in the gas phase (ωB97M-V with the def2-TZVPD basis set, the Open Molecules 2025 dataset).

HOMO-LUMO gap = 7.764 eV
HOMO level = -6.75 eV

ORCA input file:
```
! RIJCOSX wB97M-V def2-TZVPD def2/J DEFGRID3
* xyz 0 1
C -0.539 0.418 -0.451
H 2.337 0.924 -1.816
H 2.776 -0.157 0.520
H -2.411 -1.242 1.560
C 1.829 0.262 0.142
C 0.460 -0.355 0.438
N 1.662 0.639 -1.137
C -1.738 -0.327 -0.112
H 0.455 -1.332 -0.130
N -1.590 -0.689 1.185
H 0.166 1.530 -2.364
C -0.316 -0.523 1.685
C 0.344 0.637 -1.665
H -0.025 -1.159 2.478
H -0.620 1.375 0.068
H -2.793 -0.001 -0.399
*
```

Mulliken population analysis, charges in e, atoms 1 to 4:
1. C 0.19
2. H 0.21
3. H 0.26
4. H 0.29



Stability, highest: arrangement P



Arrangement P

# C6H8N2

A molecular structure, C6H8N2 (ωB97M-V with the def2-TZVPD basis set, the Open Molecules 2025 dataset).

HOMO-LUMO gap = 10.476 eV
HOMO level = -9.70 eV

ORCA input file:
```
! RIJCOSX wB97M-V def2-TZVPD def2/J DEFGRID3
* xyz 0 1
H 1.541 -1.720 1.258
C 0.692 -1.672 0.619
C -0.372 -0.593 1.161
H 0.134 -2.607 0.465
H -0.070 -0.125 2.085
C -1.053 1.515 0.063
C -0.250 0.336 -0.058
H -0.093 -0.105 -2.192
H -1.381 -0.932 1.264
H 1.961 0.357 0.583
N 1.047 -1.105 -0.737
N -1.503 2.579 0.360
H -0.997 -1.427 -1.341
C 1.269 0.287 -0.281
H 1.567 0.958 -1.018
C -0.198 -0.657 -1.247
*
```

Mulliken population analysis, charges in e, atoms 1 to 4:
1. H 0.38
2. C -0.63
3. C -0.70
4. H 0.34



Arrangement Q

# C6H8N2

A molecular structure, C6H8N2 (ωB97M-V with the def2-TZVPD basis set, the Open Molecules 2025 dataset).

HOMO-LUMO gap = 8.264 eV
HOMO level = -8.09 eV

ORCA input file:
```
! RIJCOSX wB97M-V def2-TZVPD def2/J DEFGRID3
* xyz 0 1
H -3.108 1.117 0.502
H 0.767 1.621 1.090
H -1.358 1.673 -0.386
C 1.937 -1.013 -0.223
H -3.037 -1.169 -0.548
H 0.206 -2.180 0.384
H 3.264 0.818 0.209
C -1.607 -0.303 0.024
C 0.783 1.024 0.167
H 0.917 1.773 -0.675
N -2.109 -1.443 0.163
N -2.141 0.884 -0.325
C 0.666 -1.206 0.006
C 2.198 0.293 -0.014
H 2.773 -1.790 -0.601
C -0.152 -0.098 0.227
*
```

Mulliken population analysis, charges in e, atoms 1 to 4:
1. H 0.33
2. H 0.32
3. H 0.35
4. C -0.46



Stability, highest: arrangement P



Arrangement P

# C6H8N2

A molecular structure, C6H8N2 (ωB97M-V with the def2-TZVPD basis set, the Open Molecules 2025 dataset).

HOMO-LUMO gap = 9.222 eV
HOMO level = -8.68 eV

ORCA input file:
```
! RIJCOSX wB97M-V def2-TZVPD def2/J DEFGRID3
* xyz 0 1
H 2.649 -0.330 -0.299
H 0.717 -1.395 -2.399
H 1.251 -1.183 1.570
N -2.410 0.960 1.759
H 1.253 1.095 1.179
C 1.593 -0.323 -0.439
N 0.898 0.817 0.122
C 0.756 -1.042 0.595
H -1.357 0.640 -1.570
H -1.087 -1.269 -1.062
H 1.158 0.237 -2.394
C -0.679 -0.265 -1.174
C -1.308 0.718 1.214
H 0.582 -2.207 0.399
C -0.332 0.056 0.175
C 0.872 -0.482 -1.803
*
```

Mulliken population analysis, charges in e, atoms 1 to 4:
1. H 0.52
2. H 0.32
3. H 0.31
4. N -0.48



Arrangement Q

# C6H8N2

A molecular structure, C6H8N2 (ωB97M-V with the def2-TZVPD basis set, the Open Molecules 2025 dataset).

HOMO-LUMO gap = 10.010 eV
HOMO level = -9.10 eV

ORCA input file:
```
! RIJCOSX wB97M-V def2-TZVPD def2/J DEFGRID3
* xyz 0 1
H -1.547 1.429 -0.908
C 0.463 0.058 1.067
C 0.801 0.352 -0.865
N -1.462 -0.633 -0.300
H -2.235 0.985 0.726
H 2.320 0.627 0.096
C -1.399 0.887 -0.009
H 0.082 2.413 0.355
H 1.131 0.908 -1.864
H -0.508 -2.072 1.243
N 1.759 -0.160 0.040
H 0.799 0.024 2.171
C -0.304 -1.117 0.602
C 0.042 1.191 0.224
C -0.026 -0.869 -0.793
H 0.419 -1.766 -1.355
*
```

Mulliken population analysis, charges in e, atoms 1 to 4:
1. H 0.38
2. C -0.24
3. C 0.02
4. N -0.63



Arrangement R

# C6H8N2

A molecular structure, C6H8N2 (ωB97M-V with the def2-TZVPD basis set, the Open Molecules 2025 dataset).

HOMO-LUMO gap = 9.533 eV
HOMO level = -8.49 eV

ORCA input file:
```
! RIJCOSX wB97M-V def2-TZVPD def2/J DEFGRID3
* xyz 0 1
H -2.516 1.938 -0.061
C -1.611 0.197 0.289
N 2.203 -0.399 0.550
H -0.242 -0.812 -1.904
H -2.561 -0.137 0.786
N 2.503 0.790 -0.082
H 2.314 -0.257 1.598
C -1.525 1.455 -0.105
C 1.365 1.117 -0.694
C -0.504 -0.727 0.254
C 0.194 -1.179 -0.947
H -0.571 -1.481 0.902
C 0.867 -0.189 -0.084
H 3.516 1.158 -0.007
H 0.431 -2.231 -0.786
H -0.563 1.948 -0.456
*
```

Mulliken population analysis, charges in e, atoms 1 to 4:
1. H 0.25
2. C -0.30
3. N -0.55
4. H 0.32



Arrangement S

# C6H8N2

C6H8N2 in the gas phase (ωB97M-V with the def2-TZVPD basis set, the Open Molecules 2025 dataset).

HOMO-LUMO gap = 9.165 eV
HOMO level = -8.13 eV
SMILES = N[C@H]1Cc2c[nH]cc21

ORCA input file:
```
! RIJCOSX wB97M-V def2-TZVPD def2/J DEFGRID3
* xyz 0 1
C -0.555 0.784 -0.115
C -0.054 -0.541 -0.069
C 0.891 1.439 0.186
H -1.405 -2.270 0.584
H 1.728 -0.157 1.519
H -3.179 -0.949 -0.300
H -2.588 1.584 -0.817
N 2.248 -0.751 -0.370
C -1.941 0.907 -0.188
H 2.164 -0.428 -1.345
C 1.223 -0.172 0.439
H 0.825 2.128 1.061
N -2.302 -0.446 0.125
C -1.227 -1.331 0.062
H 1.685 1.901 -0.678
H 2.487 -1.698 -0.094
*
```

Mulliken population analysis, charges in e, atoms 1 to 4:
1. C 0.35
2. C -0.03
3. C -0.74
4. H 0.32



Stability, highest: arrangement S



Arrangement P

# C3H9NS2

2 unconnected molecules or ions with the total composition C3H9NS2 (ωB97M-V with the def2-TZVPD basis set, the Open Molecules 2025 dataset).

HOMO-LUMO gap = 5.517 eV
HOMO level = -8.78 eV

ORCA input file:
```
! RIJCOSX wB97M-V def2-TZVPD def2/J DEFGRID3
* xyz 0 1
H -0.603 1.291 -0.261
C -0.342 -0.744 -0.783
N -0.991 0.114 1.550
H -2.024 0.480 -0.275
H 1.665 -1.424 -1.179
H 1.648 -0.184 0.004
H -0.921 -1.663 -0.922
H -1.119 1.003 2.024
C 1.074 -1.067 -0.326
H 2.551 -2.412 0.976
S -0.651 3.005 -1.266
H -1.745 -0.531 1.735
H -0.291 -0.207 -1.737
C -0.998 0.307 0.113
S 1.221 -2.290 1.013
*
```

Mulliken population analysis, charges in e, atoms 1 to 4:
1. H -0.38
2. C -0.67
3. N -0.55
4. H 0.51



Arrangement Q

# C3H9NS2

C3H9NS2 in the gas phase (ωB97M-V with the def2-TZVPD basis set, the Open Molecules 2025 dataset).

HOMO-LUMO gap = 7.048 eV
HOMO level = -8.11 eV
SMILES = C[C@H](N)CSS

ORCA input file:
```
! RIJCOSX wB97M-V def2-TZVPD def2/J DEFGRID3
* xyz 0 1
H -0.450 1.146 -1.242
C -0.040 -1.148 -1.093
C 2.363 -0.448 -1.820
N 0.549 1.189 -1.464
H 0.373 -2.098 -0.728
H 0.518 -0.533 -2.933
H -0.966 0.208 3.360
H 2.734 -0.341 -0.792
H 2.718 -1.413 -2.256
C 0.860 -0.196 -1.926
H 1.312 1.348 -0.815
H 2.886 0.401 -2.253
H -1.026 -1.455 -1.436
S -1.216 0.840 2.194
S -0.685 -0.621 0.747
*
```

Mulliken population analysis, charges in e, atoms 1 to 4:
1. H 0.27
2. C -0.95
3. C -1.43
4. N -0.67



Arrangement R

# C3H9NS2

2 unconnected molecules or ions with the total composition C3H9NS2 (ωB97M-V with the def2-TZVPD basis set, the Open Molecules 2025 dataset).

HOMO-LUMO gap = 9.254 eV
HOMO level = -8.60 eV
SMILES = C=NC.CSS

ORCA input file:
```
! RIJCOSX wB97M-V def2-TZVPD def2/J DEFGRID3
* xyz 0 1
S 1.389 -0.813 1.320
H 0.280 -0.842 -1.168
C -0.758 -0.532 -1.135
S 3.155 -1.830 1.162
H 1.002 1.349 0.178
H -2.900 0.678 0.750
H -2.902 1.567 -0.693
C 1.782 0.891 0.780
H 1.777 1.456 1.714
H -3.154 -0.178 -0.863
H 2.738 0.981 0.267
H -1.517 -0.930 -1.837
C -2.613 0.587 -0.298
H 2.895 -2.753 0.184
N -1.173 0.370 -0.362
*
```

Mulliken population analysis, charges in e, atoms 1 to 4:
1. S -0.07
2. H 0.18
3. C -0.26
4. S -0.23



Stability, highest: arrangement R



Arrangement P

# C3H9NS2

C3H9NS2 in the gas phase (ωB97M-V with the def2-TZVPD basis set, the Open Molecules 2025 dataset).

HOMO-LUMO gap = 8.388 eV
HOMO level = -9.08 eV
SMILES = CSSCCN

ORCA input file:
```
! RIJCOSX wB97M-V def2-TZVPD def2/J DEFGRID3
* xyz 0 1
S -1.098 0.263 -0.598
N -0.886 -0.827 2.453
H 0.705 0.786 -2.960
C -0.507 1.074 0.834
H -1.851 -0.575 2.244
C 1.434 0.451 -2.254
S 1.033 -0.826 -0.998
H 2.239 -0.095 -2.761
H 0.313 0.868 2.826
H 0.925 -0.232 1.567
H 0.209 1.858 0.612
H 1.866 1.316 -1.721
C 0.001 0.238 1.992
H -0.635 -1.675 1.959
H -1.378 1.654 1.143
*
```

Mulliken population analysis, charges in e, atoms 1 to 4:
1. S -0.08
2. N -0.56
3. H 0.33
4. C -0.64



Arrangement Q

# C3H9NS2

2 unconnected molecules or ions with the total composition C3H9NS2 (ωB97M-V with the def2-TZVPD basis set, the Open Molecules 2025 dataset).

HOMO-LUMO gap = 9.035 eV
HOMO level = -8.30 eV
SMILES = C=NC.CSS

ORCA input file:
```
! RIJCOSX wB97M-V def2-TZVPD def2/J DEFGRID3
* xyz 0 1
H -0.163 0.392 -2.020
H -0.958 -1.055 -2.740
S -1.124 -0.694 1.152
H 2.807 0.487 2.135
H 0.041 -1.201 -1.333
C 2.961 0.340 1.071
H 3.912 0.698 0.670
S -2.116 -0.512 -0.661
C -0.678 -0.539 -1.822
H 1.400 2.165 -1.257
N 1.850 1.004 0.355
H 2.808 -0.706 0.804
H -0.242 0.300 1.059
H 3.151 2.246 -0.691
C 2.159 1.790 -0.574
*
```

Mulliken population analysis, charges in e, atoms 1 to 4:
1. H 0.17
2. H 0.33
3. S -0.23
4. H 0.25



Arrangement R

# C3H9NS2

2 unconnected molecules or ions with the total composition C3H9NS2 (ωB97M-V with the def2-TZVPD basis set, the Open Molecules 2025 dataset).

HOMO-LUMO gap = 9.304 eV
HOMO level = -8.77 eV
SMILES = C=CN.CSS

ORCA input file:
```
! RIJCOSX wB97M-V def2-TZVPD def2/J DEFGRID3
* xyz 0 1
H -0.626 3.068 0.435
S 2.238 -1.439 -0.469
H -0.184 -1.727 -0.560
H 0.904 2.314 1.058
H 0.648 -3.204 -0.877
H -0.104 0.090 1.001
H -2.222 0.060 -0.105
H 1.691 0.786 -1.660
C 0.678 -2.310 -0.248
S 1.856 -0.413 -2.230
C -0.693 0.982 0.802
C -0.147 2.184 0.834
H -2.616 1.530 0.554
H 0.635 -2.613 0.792
N -2.059 0.691 0.672
*
```

Mulliken population analysis, charges in e, atoms 1 to 4:
1. H 0.25
2. S -0.05
3. H 0.16
4. H 0.29



Stability, highest: arrangement R



Arrangement P

# C3H9NS2

2 unconnected molecules or ions with the total composition C3H9NS2 (ωB97M-V with the def2-TZVPD basis set, the Open Molecules 2025 dataset).

HOMO-LUMO gap = 8.121 eV
HOMO level = -8.10 eV
SMILES = C=CN.CSS

ORCA input file:
```
! RIJCOSX wB97M-V def2-TZVPD def2/J DEFGRID3
* xyz 0 1
H 2.832 -0.641 -1.406
H -1.105 -1.605 0.748
H -0.664 0.651 2.287
H 2.644 -2.353 -0.977
C -0.790 1.378 0.348
C -1.443 1.746 -0.793
S 0.566 -1.267 -1.137
H 0.361 1.482 0.131
H -1.037 1.560 -1.789
S -0.179 -2.520 0.511
C 2.306 -1.332 -0.817
N -1.228 1.245 1.676
H -2.621 1.953 -0.785
H -2.230 0.927 1.728
H 2.590 -1.224 0.276
*
```

Mulliken population analysis, charges in e, atoms 1 to 4:
1. H 0.33
2. H 0.12
3. H 0.28
4. H 0.34



Arrangement Q

# C3H9NS2

C3H9NS2 in the gas phase (ωB97M-V with the def2-TZVPD basis set, the Open Molecules 2025 dataset).

HOMO-LUMO gap = 9.134 eV
HOMO level = -8.59 eV
SMILES = NCCCSS

ORCA input file:
```
! RIJCOSX wB97M-V def2-TZVPD def2/J DEFGRID3
* xyz 0 1
H 2.056 -0.689 0.331
C -0.701 -0.488 -1.843
S -0.104 -0.206 1.235
H -1.462 -0.589 -1.071
H 0.440 -2.122 -0.980
H -0.333 -1.059 -3.757
C 1.155 -0.267 -0.075
H 1.345 -0.902 -2.039
S 0.224 1.648 2.056
H -1.287 -2.081 -3.020
H -1.008 2.170 1.936
H -0.658 0.579 -1.948
H 1.271 0.711 -0.517
N -1.103 -1.087 -3.095
C 0.595 -1.086 -1.273
*
```

Mulliken population analysis, charges in e, atoms 1 to 4:
1. H 0.43
2. C -0.60
3. S -0.09
4. H 0.40



Stability, highest: arrangement Q